{
  "formula": "C6H12O",
  "method": "ωB97M-V with the def2-TZVPD basis set",
  "elements": ["C", "C", "O", "C", "C", "C", "C", "H", "H", "H", "H", "H", "H", "H", "H", "H", "H", "H", "H"],
  "coordinates": [[2.38285, 0.48502, -0.32883], [1.35153, -0.22375, 0.53344], [1.85605, -0.20391, 1.85859], [-0.02291, 0.45791, 0.49192], [-0.68703, 0.39518, -0.91858], [-2.09364, 0.61375, -0.49422], [-2.78771, -0.68360, -0.29242], [2.10525, 0.44228, -1.38759], [3.36189, 0.01176, -0.19884], [2.46217, 1.53763, -0.02911], [1.23999, -1.26893, 0.19017], [1.20644, -0.63629, 2.42790], [0.08003, 1.50068, 0.81095], [-0.46173, -0.59064, -1.37404], [-0.27202, 1.19695, -1.54662], [-0.65730, -0.04876, 1.23748], [-2.16422, -1.59970, -0.26081], [-3.36792, -0.70762, -1.23660], [-3.53174, -0.67794, 0.51720]],
  "forces_ev_per_angstrom": [[-0.0176, -0.0020, -0.0330], [-0.0385, 0.0465, -0.3695], [-0.1513, -0.1267, 0.2160], [0.1047, 0.0085, 0.1175], [-0.0958, 0.0545, -0.0261], [0.2559, -0.4522, -0.0711], [0.0824, 0.0982, 0.0528], [0.0636, -0.0063, 0.1711], [-0.1800, 0.0886, -0.0557], [-0.0125, -0.1998, -0.0355], [0.0257, 0.2282, 0.0605], [0.1776, 0.0828, -0.0112], [-0.0317, -0.1992, -0.0318], [-0.1095, 0.1969, 0.1166], [-0.1717, -0.2039, 0.2347], [0.0582, 0.1295, -0.1408], [-0.1542, 0.2506, -0.0070], [0.0136, -0.0467, 0.1162], [0.1810, 0.0528, -0.3036]],
  "energy_ev": -8460.5180,
  "e_above_lowest_kcal_mol": 88.5,
  "e_lumo_ev": 0.49,
  "homo_lumo_gap_ev": 8.81
}